# 1
A cluster of 6 separate species, C23H41BrF3N7O9 in total. Source: the OMol25 dataset; level of theory: ωB97M-V with the def2-TZVPD basis set.

Bonds (Å) are listed after each position.
Geometry (Å):
1 O -0.05 -0.80 5.68  C2 1.161
2 C 0.47 -1.39 4.82  O1 1.161, N3 1.244
3 N 0.81 -1.91 3.74  C2 1.244, N4 1.427
4 N 0.67 -0.99 2.67  N3 1.427, C5 1.456, C12 1.426
5 C 1.72 -1.12 1.67  N4 1.456, C6 1.558, H19 1.104, H20 1.098
6 C 3.04 -0.51 2.23  C5 1.558, C7 1.516, H21 1.101, H22 1.100
7 C 2.67 0.83 2.83  C6 1.516, F8 1.352, C9 1.354
8 F 2.29 0.95 4.12  C7 1.352
9 C 2.72 1.96 2.08  C7 1.354, F10 1.320, F11 1.329
10 F 3.82 2.38 1.48  C9 1.320
11 F 1.65 2.72 1.91  C9 1.329
12 C -0.64 -1.05 2.09  N4 1.426, O13 1.190, O14 1.381
13 O -0.93 -1.67 1.12  C12 1.190
14 O -1.60 -0.34 2.79  C12 1.381, C15 1.429
15 C -1.88 0.92 2.18  O14 1.429, C16 1.557, H23 1.103, H24 1.102
16 C -3.43 1.01 2.03  C15 1.557, O17 1.184, Br18 1.955
17 O -4.08 1.74 2.70  C16 1.184
18 Br -4.16 -0.20 0.68  C16 1.955
19 H 1.94 -2.16 1.38  C5 1.104
20 H 1.43 -0.57 0.77  C5 1.098
21 H 3.77 -0.39 1.41  C6 1.101
22 H 3.49 -1.19 2.98  C6 1.100
23 H -1.58 1.77 2.82  C15 1.103
24 H -1.39 1.04 1.20  C15 1.102
25 C -3.09 -4.69 -2.94  N26 1.447, H30 1.093, H31 1.093, H32 1.089
26 N -3.37 -3.94 -1.74  C25 1.447, C27 1.457, C28 1.344
27 C -2.63 -4.26 -0.52  N26 1.457, H33 1.091, H34 1.090, H35 1.088
28 C -4.28 -2.95 -1.71  N26 1.344, O29 1.219, H36 1.103
29 O -4.55 -2.29 -0.73  C28 1.219
30 H -3.29 -5.75 -2.76  C25 1.093
31 H -2.04 -4.57 -3.21  C25 1.093
32 H -3.71 -4.35 -3.77  C25 1.089
33 H -3.34 -4.55 0.26  C27 1.091
34 H -2.09 -3.38 -0.19  C27 1.090
35 H -1.93 -5.07 -0.71  C27 1.088
36 H -4.78 -2.79 -2.68  C28 1.103
37 C 4.55 5.09 2.14  N38 1.450, H42 1.092, H43 1.093, H44 1.082
38 N 5.38 6.07 1.46  C37 1.450, C39 1.452, C40 1.350
39 C 5.03 7.48 1.56  N38 1.452, H45 1.091, H46 1.091, H47 1.088
40 C 6.46 5.72 0.74  N38 1.350, O41 1.215, H48 1.103
41 O 7.19 6.50 0.15  C40 1.215
42 H 3.53 5.14 1.76  C37 1.092
43 H 4.55 5.30 3.21  C37 1.093
44 H 4.94 4.09 1.98  C37 1.082
45 H 4.84 7.88 0.57  C39 1.091
46 H 5.85 8.03 2.01  C39 1.091
47 H 4.13 7.60 2.17  C39 1.088
48 H 6.64 4.63 0.73  C40 1.103
49 C -4.24 6.62 0.37  N50 1.449, H54 1.092, H55 1.092, H56 1.089
50 N -3.72 5.28 0.57  C49 1.449, C51 1.454, C52 1.347
51 C -3.97 4.59 1.83  N50 1.454, H57 1.091, H58 1.087, H59 1.088
52 C -3.02 4.63 -0.38  N50 1.347, O53 1.219, H60 1.103
53 O -2.56 3.51 -0.27  C52 1.219
54 H -3.82 7.28 1.13  C49 1.092
55 H -5.32 6.61 0.47  C49 1.092
56 H -3.97 6.99 -0.61  C49 1.089
57 H -3.02 4.34 2.29  C51 1.091
58 H -4.52 3.67 1.64  C51 1.087
59 H -4.55 5.23 2.50  C51 1.088
60 H -2.88 5.23 -1.30  C52 1.103
61 C 0.27 1.58 -2.40  N62 1.451, H66 1.092, H67 1.092, H68 1.089
62 N 1.29 0.67 -2.89  C61 1.451, C63 1.452, C64 1.349
63 C 0.94 -0.29 -3.93  N62 1.452, H69 1.091, H70 1.091, H71 1.088
64 C 2.55 0.69 -2.42  N62 1.349, O65 1.216, H72 1.104
65 O 3.45 -0.04 -2.80  C64 1.216
66 H -0.55 1.00 -1.97  C61 1.092
67 H -0.11 2.19 -3.22  C61 1.092
68 H 0.68 2.24 -1.63  C61 1.089
69 H 1.13 -1.30 -3.56  C63 1.091
70 H 1.57 -0.12 -4.80  C63 1.091
71 H -0.10 -0.18 -4.20  C63 1.088
72 H 2.71 1.46 -1.64  C64 1.104
73 C -0.31 -8.56 -3.66  N74 1.450, H78 1.092, H79 1.092, H80 1.089
74 N -0.22 -8.00 -2.32  C73 1.450, C75 1.453, C76 1.349
75 C -0.46 -8.87 -1.18  N74 1.453, H81 1.091, H82 1.091, H83 1.088
76 C 0.08 -6.71 -2.10  N74 1.349, O77 1.216, H84 1.104
77 O 0.17 -6.19 -1.00  C76 1.216
78 H -1.31 -8.96 -3.82  C73 1.092
79 H 0.42 -9.36 -3.77  C73 1.092
80 H -0.11 -7.79 -4.40  C73 1.089
81 H -1.29 -8.48 -0.59  C75 1.091
82 H 0.43 -8.89 -0.54  C75 1.091
83 H -0.68 -9.88 -1.52  C75 1.088
84 H 0.24 -6.13 -3.03  C76 1.104

LUMO energy (eV): 0.2
SMILES string: O=C=NN(CCC(F)=C(F)F)C(=O)OCC(=O)Br.CN(C)C=O.CN(C)C=O.CN(C)C=O.CN(C)C=O.CN(C)C=O
Kohn-Sham gap (eV): 9.047

=====

# 2
A cluster of 3 separate species, C22H35ClFNO6 in total. Source: the OMol25 dataset; level of theory: ωB97M-V with the def2-TZVPD basis set.

Bonds (Å) are listed after each position.
Geometry (Å):
1 C 2.75 -2.41 -1.59  C2 1.519, H20 1.084, H21 1.088, H22 1.083
2 C 1.46 -1.63 -1.40  C1 1.519, Cl3 1.803, C4 1.535, H23 1.079
3 Cl 1.88 0.10 -1.14  C2 1.803
4 C 0.53 -1.75 -2.61  C2 1.535, C5 1.510, H24 1.086, H25 1.087
5 C -0.93 -1.81 -2.22  C4 1.510, C6 1.397, C14 1.393
6 C -1.84 -0.91 -2.76  C5 1.397, C7 1.397, H26 1.080
7 C -3.19 -0.89 -2.37  C6 1.397, C8 1.399, H27 1.080
8 C -3.68 -1.78 -1.42  C7 1.399, C9 1.506, C13 1.391
9 C -5.12 -1.72 -0.97  C8 1.506, C10 1.547, H28 1.081, H29 1.087
10 C -5.39 -0.35 -0.29  C9 1.547, C11 1.524, H30 1.088, H31 1.086
11 C -6.60 -0.36 0.64  C10 1.524, F12 1.385, H32 1.088, H33 1.087
12 F -6.23 0.03 1.91  C11 1.385
13 C -2.78 -2.70 -0.90  C8 1.391, C14 1.390, C18 1.497
14 C -1.45 -2.72 -1.30  C5 1.393, C13 1.390, C15 1.493
15 C -0.77 -3.84 -0.58  C14 1.493, O16 1.190, N17 1.424
16 O 0.29 -4.33 -0.78  C15 1.190
17 N -1.70 -4.33 0.39  C15 1.424, C18 1.421, H34 1.014
18 C -2.98 -3.77 0.13  C13 1.497, N17 1.421, O19 1.190
19 O -3.98 -4.16 0.63  C18 1.190
20 H 3.31 -2.49 -0.66  C1 1.084
21 H 3.36 -1.89 -2.32  C1 1.088
22 H 2.52 -3.40 -1.98  C1 1.083
23 H 0.96 -1.92 -0.49  C2 1.079
24 H 0.83 -2.56 -3.27  C4 1.086
25 H 0.65 -0.83 -3.17  C4 1.087
26 H -1.51 -0.19 -3.50  C6 1.080
27 H -3.84 -0.15 -2.82  C7 1.080
28 H -5.30 -2.49 -0.23  C9 1.081
29 H -5.78 -1.84 -1.82  C9 1.087
30 H -4.52 -0.13 0.32  C10 1.088
31 H -5.47 0.42 -1.05  C10 1.086
32 H -7.35 0.35 0.29  C11 1.088
33 H -7.06 -1.35 0.67  C11 1.087
34 H -1.38 -4.20 1.34  N17 1.014
35 C 0.07 -1.10 5.31  O36 1.415, H41 1.089, H42 1.093, H43 1.095
36 O 0.27 0.20 4.78  C35 1.415, C37 1.420
37 C 1.28 0.26 3.79  O36 1.420, C38 1.511, H44 1.094, H45 1.094
38 C 0.70 0.31 2.39  C37 1.511, O39 1.425, H46 1.093, H47 1.094
39 O 0.04 -0.90 2.05  C38 1.425, C40 1.416
40 C -1.37 -0.80 2.13  O39 1.416, H48 1.096, H49 1.092, H50 1.091
41 H -0.83 -1.08 5.91  C35 1.089
42 H -0.05 -1.84 4.52  C35 1.093
43 H 0.91 -1.38 5.95  C35 1.095
44 H 1.96 -0.59 3.88  C37 1.094
45 H 1.85 1.17 3.96  C37 1.094
46 H 1.51 0.45 1.67  C38 1.093
47 H 0.02 1.16 2.29  C38 1.094
48 H -1.77 -0.19 1.32  C40 1.096
49 H -1.69 -0.38 3.09  C40 1.092
50 H -1.78 -1.81 2.04  C40 1.091
51 C 4.47 2.37 -1.72  O52 1.416, H57 1.089, H58 1.093, H59 1.094
52 O 3.35 3.20 -1.46  C51 1.416, C53 1.418
53 C 3.43 3.87 -0.21  O52 1.418, C54 1.512, H60 1.094, H61 1.095
54 C 3.85 5.31 -0.37  C53 1.512, O55 1.418, H62 1.095, H63 1.094
55 O 5.18 5.43 -0.85  C54 1.418, C56 1.415
56 C 5.26 5.72 -2.23  O55 1.415, H64 1.096, H65 1.093, H66 1.089
57 H 4.40 2.05 -2.76  C51 1.089
58 H 5.41 2.90 -1.58  C51 1.093
59 H 4.44 1.48 -1.08  C51 1.094
60 H 4.12 3.35 0.46  C53 1.094
61 H 2.43 3.84 0.24  C53 1.095
62 H 3.80 5.80 0.60  C54 1.095
63 H 3.15 5.83 -1.04  C54 1.094
64 H 4.96 6.76 -2.42  C56 1.096
65 H 4.64 5.05 -2.82  C56 1.093
66 H 6.30 5.60 -2.53  C56 1.089

LUMO energy (eV): -0.4
SMILES string: C[C@@H](Cl)Cc1ccc(CCCF)c2c1C(=O)NC2=O.COCCOC.COCCOC
Kohn-Sham gap (eV): 8.808

=====

# 3
The molecule C16H17BrN2O2. Source: the OMol25 dataset; level of theory: ωB97M-V with the def2-TZVPD basis set.

Bonds (Å) are listed after each position.
Geometry (Å):
1 C 3.41 -3.04 0.73  C2 1.524, H22 1.088, H23 1.087, H24 1.087
2 C 2.27 -2.08 1.05  C1 1.524, C3 1.535, H25 1.092, H26 1.093
3 C 0.97 -2.81 1.42  C2 1.535, C4 1.533, C5 1.509, H27 1.095
4 C 0.25 -3.35 0.17  C3 1.533, H28 1.088, H29 1.088, H30 1.087
5 C 0.00 -1.94 2.18  C3 1.509, C6 1.387, C21 1.389
6 C -0.75 -2.46 3.22  C5 1.387, C7 1.384, H31 1.080
7 C -1.68 -1.68 3.88  C6 1.384, C8 1.384, H32 1.082
8 C -1.89 -0.37 3.50  C7 1.384, O9 1.367, C10 1.403
9 O -2.80 0.45 4.12  C8 1.367, H33 0.964
10 C -1.16 0.17 2.44  C8 1.403, N11 1.399, C21 1.387
11 N -1.40 1.50 2.09  C10 1.399, C12 1.356, H34 1.015
12 C -1.28 2.15 0.90  N11 1.356, O13 1.214, C14 1.497
13 O -1.44 3.34 0.81  C12 1.214
14 C -0.97 1.30 -0.30  C12 1.497, C15 1.395, C20 1.390
15 C -1.77 0.21 -0.65  C14 1.395, N16 1.319, H35 1.081
16 N -1.54 -0.53 -1.72  C15 1.319, C17 1.319
17 C -0.53 -0.22 -2.51  N16 1.319, C18 1.389, H36 1.081
18 C 0.29 0.87 -2.27  C17 1.389, Br19 1.900, C20 1.385
19 Br 1.72 1.27 -3.45  C18 1.900
20 C 0.07 1.66 -1.15  C14 1.390, C18 1.385, H37 1.080
21 C -0.20 -0.61 1.81  C5 1.389, C10 1.387, H38 1.076
22 H 3.62 -3.68 1.58  C1 1.088
23 H 4.31 -2.49 0.49  C1 1.087
24 H 3.16 -3.67 -0.12  C1 1.087
25 H 2.10 -1.44 0.19  C2 1.092
26 H 2.57 -1.45 1.89  C2 1.093
27 H 1.23 -3.66 2.06  C3 1.095
28 H -0.63 -3.91 0.46  C4 1.088
29 H -0.06 -2.53 -0.47  C4 1.088
30 H 0.91 -4.00 -0.40  C4 1.087
31 H -0.62 -3.49 3.52  C6 1.080
32 H -2.25 -2.09 4.70  C7 1.082
33 H -3.23 -0.03 4.84  O9 0.964
34 H -1.79 2.07 2.84  N11 1.015
35 H -2.61 -0.09 -0.04  C15 1.081
36 H -0.38 -0.87 -3.36  C17 1.081
37 H 0.68 2.52 -0.93  C20 1.080
38 H 0.41 -0.18 1.04  C21 1.076

LUMO energy (eV): 0.4
SMILES string: CC[C@H](C)c1ccc(O)c(NC(=O)c2cncc(Br)c2)c1
Kohn-Sham gap (eV): 8.854

=====

# 4
The ion C5H12N4 with charge +2. Source: the OMol25 dataset; level of theory: ωB97M-V with the def2-TZVPD basis set.

Bonds (Å) are listed after each position.
Geometry (Å):
1 C 0.18 -1.60 1.05  N7 1.248, H10 1.018
2 C -1.11 0.54 0.26  N6 1.391, N8 1.482, N9 1.477, H11 1.204
3 C 1.57 -0.44 2.78  N7 1.504, H12 1.001, H13 1.187, H14 1.059
4 C -1.82 0.25 -2.32  N9 1.516, H15 0.997, H16 1.042, H17 1.052
5 C 0.54 -0.08 -1.54  N9 1.481, H18 1.047, H19 1.180, H20 1.134
6 N -1.42 -0.73 -0.22  C2 1.391, N9 1.403
7 N 0.53 -0.59 1.71  C1 1.248, C3 1.504, N8 1.397
8 N -0.06 0.61 1.30  C2 1.482, N7 1.397, H21 1.015
9 N -0.87 0.16 -1.15  C2 1.477, C4 1.516, C5 1.481, N6 1.403
10 H -0.04 -2.58 0.93  C1 1.018
11 H -1.94 1.39 0.41  C2 1.204
12 H 1.66 -1.32 3.26  C3 1.001
13 H 2.48 0.05 2.20  C3 1.187
14 H 1.08 0.19 3.48  C3 1.059
15 H -1.68 -0.60 -2.82  C4 0.997
16 H -2.75 0.24 -1.85  C4 1.042
17 H -1.80 1.23 -2.71  C4 1.052
18 H 0.72 0.34 -2.48  C5 1.047
19 H 1.27 0.29 -0.69  C5 1.180
20 H 0.74 -1.19 -1.65  C5 1.134
21 H 0.00 1.31 2.03  N8 1.015

LUMO energy (spin up / spin down) (eV): -10.4 / -10.5
Total charge: +2
Kohn-Sham gap (spin up / spin down) (eV): 8.794 / 8.787